Molecular formula: C24H45I2SbTeV
Method: DFT, wB97M-V/def2-TZVPD

Structure (XYZ):
```
74
C24H45I2SbTeV wB97M-V/def2-TZVPD
V -1.440 -0.583 -0.780
I -2.150 -2.573 -2.581
I -3.494 -4.678 -3.523
C -2.806 3.054 -1.063
Te -2.648 1.260 -2.168
C -4.631 0.613 -1.719
H -3.344 3.757 -1.686
H -1.812 3.424 -0.837
H -3.356 2.829 -0.156
H -4.751 0.611 -0.641
H -4.784 -0.383 -2.127
H -5.320 1.311 -2.185
C 1.718 -2.633 -2.940
C 1.934 -1.125 -3.070
C 3.418 -0.790 -3.204
C 1.134 -0.567 -4.249
Sb 1.151 -0.184 -1.247
C 2.038 -1.240 0.459
C 2.019 -0.293 1.659
C 1.106 -2.442 0.685
C 3.470 -1.690 0.174
C 1.779 1.923 -1.230
C 1.262 2.574 -2.512
C 1.136 2.566 -0.003
C 3.302 2.019 -1.140
H 2.094 -3.115 -3.853
H 0.664 -2.899 -2.843
H 2.263 -3.067 -2.102
H 3.792 -1.268 -4.119
H 4.016 -1.162 -2.373
H 3.591 0.281 -3.309
H 1.447 -1.090 -5.162
H 1.316 0.495 -4.410
H 0.056 -0.722 -4.138
H 1.043 0.157 1.821
H 2.767 0.501 1.562
H 2.263 -0.868 2.564
H 0.107 -2.122 1.011
H 1.506 -3.067 1.495
H 1.010 -3.081 -0.201
H 4.127 -0.852 -0.076
H 3.534 -2.431 -0.626
H 3.872 -2.161 1.082
H 0.191 2.448 -2.658
H 1.765 2.197 -3.403
H 1.457 3.654 -2.460
H 0.087 2.311 0.104
H 1.213 3.661 -0.095
H 1.649 2.283 0.919
H 3.797 1.710 -2.058
H 3.712 1.433 -0.311
H 3.573 3.069 -0.961
C -1.514 2.062 2.387
C -2.103 0.673 2.150
C -3.649 0.803 2.131
C -1.680 0.102 0.817
C -1.698 -0.338 3.251
C -0.846 0.020 4.291
C -0.531 -0.890 5.296
C -1.055 -2.175 5.269
C -1.905 -2.545 4.231
C -2.223 -1.632 3.237
H -1.837 2.751 1.602
H -0.424 2.058 2.414
H -1.884 2.444 3.341
H -3.962 1.612 1.460
H -3.990 1.047 3.142
H -4.142 -0.124 1.823
H -2.054 -0.988 0.675
H -0.415 1.014 4.339
H 0.124 -0.585 6.107
H -0.814 -2.880 6.055
H -2.331 -3.543 4.204
H -2.913 -1.943 2.461
```

Multiplicity ... 2
Relative energy (zero: lowest compared OMol25 entry of this formula, charge and spin) ... 23.1 kcal per mole
Gap between HOMO and LUMO (alpha / beta) ... 0.200 / 0.201 Eh
LUMO level (alpha / beta) ... -8.57 / -8.52 eV
Total charge ... +2
F_max ... 1.53 eV/Å

Results of the Mulliken charge analysis, in e, for atoms 1 through 4:
1 V -1.92
2 I 0.18
3 I 0.18
4 C -0.78